This record from the Open Molecules 2025 dataset describes a structure of composition C42H56AsGeIrN2O2P2S at a distorted geometry. The level of theory is ωB97M-V/def2-TZVPD.

Computed properties:
energy above the lowest of the compared OMol25 structures with the same formula, charge and spin: 0.000 eV
total charge: +2
molar mass: 1054.7 g/mol
spin multiplicity: 1
maximum force: 3.4 eV/A

CARTESIAN COORDINATES (ANGSTROEM)
C: -3.747 4.596 -1.098
H: 3.936 3.203 1.890
H: 5.130 -0.592 2.003
H: 4.240 -2.102 2.343
C: -0.028 -1.922 5.370
H: 4.627 1.934 0.888
C: -0.730 1.958 -2.077
H: -3.083 0.082 3.422
H: 0.662 -0.810 -2.945
H: 6.595 1.430 -1.409
H: 1.018 -5.842 5.378
H: -0.447 -0.824 -1.561
C: 0.386 2.487 -2.704
C: -5.818 5.675 -0.544
C: 2.449 -4.121 -0.554
H: 0.818 5.237 -0.798
C: 4.387 -0.820 -2.746
H: -6.146 -1.100 -4.062
H: -2.129 -4.532 4.879
C: 0.316 -2.766 -2.091
H: -5.840 2.464 0.493
H: 3.131 -4.048 0.292
C: -3.944 1.114 -2.785
H: -1.640 -3.676 -2.223
C: 0.953 3.662 -2.238
P: 1.488 -2.570 -0.653
C: -3.956 0.711 -1.452
C: 4.933 -0.914 -4.040
H: 1.822 4.078 -2.724
H: 1.075 1.060 3.146
H: -4.256 1.920 2.057
C: -0.851 -3.548 -1.488
H: -6.179 -1.823 -1.705
S: 1.551 -3.601 2.827
C: 4.080 2.128 1.806
H: -0.628 -1.254 4.758
C: -5.522 -0.600 -3.337
H: 7.531 1.222 -3.689
H: -1.196 1.065 -2.465
C: -3.092 0.142 2.332
H: 3.008 -4.278 -1.475
O: -1.250 -1.362 2.516
H: -2.560 2.228 2.364
H: 4.105 -0.737 3.460
C: -3.251 1.567 1.839
C: 2.843 -1.451 -1.175
As: 0.191 -3.630 4.462
H: -3.333 1.955 -3.085
C: -5.549 -1.002 -2.011
H: 0.347 -4.835 6.682
H: 0.801 1.987 -3.567
C: -4.777 -0.341 -1.070
Ge: -2.926 1.812 -0.151
H: -0.536 -4.534 -1.153
H: 2.645 1.232 3.949
H: 1.973 -4.504 6.042
H: -1.259 -3.002 -0.635
C: -0.141 -1.361 -2.460
H: 4.674 1.802 2.657
H: 1.146 -4.526 -3.052
H: 6.478 -0.257 -5.342
C: 1.836 2.013 0.676
C: 4.998 0.055 -1.786
H: 1.777 -4.959 -0.383
C: 6.141 0.788 -2.145
H: 0.212 -3.478 -4.108
H: -1.370 -5.355 3.492
H: -3.920 -0.482 1.980
P: 2.773 -0.392 1.475
C: 3.426 -0.557 -0.236
C: -1.815 -0.471 1.822
C: -1.263 2.573 -0.953
Ir: 0.690 -1.608 1.389
C: -4.711 0.454 -3.727
H: -6.459 6.543 -0.582
C: -5.462 3.382 0.068
C: -1.533 -4.389 3.977
C: 0.964 -4.829 5.784
C: -4.563 5.719 -1.120
O: -1.316 -0.089 0.736
C: 0.922 -3.488 -3.283
C: -6.273 4.509 0.044
H: 0.885 1.479 0.622
H: 4.463 -1.579 -4.747
H: -2.777 4.636 -1.570
H: -7.262 4.454 0.477
H: 0.955 -1.480 5.551
H: -1.129 4.268 0.357
N: 4.470 0.146 -0.557
C: 2.020 1.607 3.142
N: 3.323 -1.549 -2.378
C: -0.701 3.760 -0.498
C: -4.189 3.463 -0.457
C: 6.651 0.667 -3.410
C: 4.213 -1.014 2.413
H: -4.807 -0.659 -0.038
C: 2.716 1.453 1.787
H: 2.326 1.924 -0.290
H: 1.817 2.657 3.342
C: 6.047 -0.181 -4.356
H: -4.204 6.619 -1.599
H: 1.635 3.066 0.853
H: -4.694 0.771 -4.759
H: -0.986 -1.409 -3.146
H: -0.527 -2.100 6.323
C: 0.395 4.306 -1.146
H: 1.828 -2.988 -3.615
H: -2.053 -3.722 3.291

Cartesian forces, eV/Å:
-0.262 0.636 0.082
-0.181 0.109 0.090
-0.167 0.146 -0.138
0.092 0.019 0.031
0.129 -0.068 -0.228
0.055 0.060 0.070
0.106 0.010 0.132
-0.021 -0.119 -0.006
0.037 0.124 -0.039
0.088 0.121 0.107
-0.060 0.141 -0.023
-0.161 0.167 -0.070
0.079 -0.056 -0.157
-0.184 0.276 -0.030
-0.550 0.061 0.665
0.040 0.099 0.043
0.468 0.650 0.638
-0.022 -0.076 -0.082
0.106 0.057 0.002
-0.607 0.321 0.671
-0.023 -0.137 0.147
0.097 -0.063 -0.039
0.194 -0.035 0.096
-0.127 0.006 -0.111
0.043 -0.005 -0.033
1.390 0.665 0.107
0.844 -0.176 0.684
0.175 0.039 -0.198
0.045 0.066 -0.087
-0.174 0.090 0.113
0.009 0.091 -0.191
0.072 -0.011 0.157
-0.109 -0.058 0.001
-0.001 1.890 -1.968
0.242 -0.441 -0.108
0.007 -0.106 -0.045
-0.081 -0.146 0.043
0.119 0.097 -0.026
0.002 -0.067 -0.069
0.237 -0.029 -0.027
-0.067 0.196 -0.060
1.854 -1.429 0.463
0.046 0.064 -0.041
0.093 -0.029 0.083
0.320 -0.156 -0.852
-0.048 0.576 0.630
-1.046 -0.103 1.318
-0.008 0.088 -0.061
-0.197 -0.040 -0.094
-0.102 0.107 -0.110
0.055 0.002 -0.140
0.294 -0.044 -0.044
-2.061 2.521 -0.861
-0.044 -0.166 0.025
0.055 -0.049 0.182
-0.120 0.076 -0.078
-0.236 -0.012 0.032
0.214 0.028 0.188
0.121 0.010 0.072
0.044 -0.153 -0.033
0.020 -0.016 -0.118
0.083 -0.245 0.036
-0.416 -0.622 -0.737
0.021 -0.128 0.016
0.230 0.131 -0.212
-0.204 0.039 0.047
0.103 0.137 0.110
0.079 -0.058 0.040
0.406 -0.572 -1.400
-0.534 -0.428 -0.292
-0.888 0.983 -0.548
-0.614 -0.834 0.558
-0.354 -0.700 0.689
-0.074 0.052 0.004
-0.010 0.084 0.068
-0.329 0.713 0.080
0.181 0.106 -0.084
0.209 -0.060 -0.309
0.151 0.018 -0.304
1.510 -0.851 0.131
0.458 -0.047 0.192
-0.173 -0.452 0.002
-0.164 0.144 -0.044
-0.013 -0.040 -0.103
0.085 0.039 0.024
-0.126 0.109 -0.016
-0.089 -0.180 -0.033
-0.008 0.060 0.018
0.467 0.424 0.635
-0.006 -0.137 -0.066
-0.348 -0.682 -0.652
-0.054 -0.071 0.127
1.731 -2.061 0.536
-0.059 0.124 0.493
-0.804 -0.466 0.337
-0.063 -0.079 0.108
-1.003 -0.241 0.186
0.020 0.086 -0.137
-0.041 0.076 -0.023
-0.442 -0.368 -0.075
-0.085 0.136 -0.056
-0.023 0.001 0.071
-0.014 0.044 -0.077
-0.117 -0.028 -0.016
0.023 -0.105 -0.041
0.037 0.141 0.017
0.016 -0.066 -0.077
0.113 0.056 0.071